{
  "formula": "C26H70AsF6O25S9",
  "method": "ωB97M-V/def2-TZVPD",
  "e_above_lowest_kj_mol": 173.7,
  "total_energy_ha": -9332.2412,
  "total_charge": -1,
  "max_force_ha_per_bohr": 0.09467,
  "gap_ev": 8.77,
  "species": ["As", "F", "F", "F", "F", "F", "F", "O", "S", "O", "O", "C", "C", "C", "H", "H", "H", "H", "H", "H", "H", "H", "O", "S", "O", "O", "C", "C", "C", "H", "H", "H", "H", "H", "H", "H", "H", "O", "S", "O", "O", "C", "C", "C", "H", "H", "H", "H", "H", "H", "H", "H", "O", "S", "O", "O", "C", "C", "C", "H", "H", "H", "H", "H", "H", "H", "H", "O", "S", "O", "O", "C", "C", "C", "H", "H", "H", "H", "H", "H", "H", "H", "O", "S", "O", "O", "C", "C", "C", "H", "H", "H", "H", "H", "H", "H", "H", "O", "S", "O", "O", "C", "C", "C", "H", "H", "H", "H", "H", "H", "H", "H", "O", "S", "O", "O", "C", "C", "C", "H", "H", "H", "H", "H", "H", "H", "H", "C", "S", "O", "C", "H", "H", "H", "H", "H", "H"],
  "positions_angstrom": [[0.0917, -0.2164, 0.2892], [-0.6174, 1.1530, -0.6538], [0.4018, 0.9452, 1.5939], [0.7345, -1.6244, 1.1883], [-0.1487, -1.2719, -1.1431], [1.7195, 0.2658, -0.3206], [-1.5682, -0.4964, 0.9252], [-4.9480, 1.1712, -0.3714], [-4.8154, 2.1013, 0.6742], [-5.9879, 2.6956, 1.3591], [-3.7426, 1.3933, 1.7979], [-3.7397, 1.9554, 3.0766], [-2.2121, 1.9165, 3.5103], [-3.7119, 3.4704, 0.1962], [-4.3260, 1.3434, 3.7620], [-4.0041, 3.0116, 3.0246], [-1.7989, 0.9664, 3.1717], [-2.1531, 1.9915, 4.5962], [-1.6105, 2.7600, 3.1718], [-4.1790, 3.9524, -0.6626], [-2.7850, 3.0110, -0.1472], [-3.4727, 4.0489, 1.0886], [-1.7046, 1.2526, -4.4624], [-2.8345, 1.2490, -3.5268], [-3.0459, 2.3508, -2.5860], [-4.3536, 1.0243, -4.2639], [-5.5441, 1.4333, -3.6536], [-6.7618, 0.9635, -4.5089], [-2.9016, -0.3449, -2.6029], [-5.2946, 2.4908, -3.7405], [-5.6365, 0.9181, -2.6975], [-6.6320, 1.2872, -5.5416], [-7.6497, 1.3810, -4.0342], [-6.9463, -0.1090, -4.4480], [-3.7167, -0.9741, -2.9605], [-3.0646, -0.1585, -1.5414], [-1.9062, -0.7841, -2.5365], [0.5211, -4.2817, -5.7995], [0.9270, -4.0228, -4.3877], [0.8654, -5.0010, -3.2884], [2.4975, -3.4654, -4.5649], [3.4957, -4.4749, -4.7406], [4.3089, -4.1734, -5.9490], [0.0605, -2.4243, -3.8996], [3.0495, -5.4645, -4.8392], [4.1190, -4.5026, -3.8469], [4.8989, -3.2655, -5.8236], [3.4907, -4.1806, -6.6692], [5.0475, -4.9435, -6.1715], [-0.0500, -1.7146, -4.7195], [0.6937, -2.0600, -3.0906], [-0.9029, -2.8139, -3.5707], [-3.8229, -1.8634, 4.2525], [-4.1389, -3.0162, 3.4926], [-4.4488, -4.2759, 4.0427], [-5.3715, -2.5634, 2.4482], [-5.5462, -1.2113, 2.1252], [-6.6454, -0.6992, 2.9749], [-2.8648, -3.2730, 2.1641], [-5.7997, -1.1359, 1.0678], [-4.6462, -0.6103, 2.2550], [-6.7740, 0.3689, 2.7995], [-6.4914, -0.8997, 4.0352], [-7.6603, -1.0866, 2.8850], [-2.4701, -2.3088, 1.8437], [-3.3421, -3.8502, 1.3723], [-2.0978, -3.9484, 2.5430], [0.1470, 6.3541, -2.8001], [0.9615, 5.1690, -2.5546], [1.8548, 4.6349, -3.6040], [1.9509, 5.5033, -1.1848], [2.7375, 4.4587, -0.7386], [2.8540, 4.7335, 0.7684], [-0.1532, 3.8344, -1.9407], [3.7057, 4.4997, -1.2377], [2.3337, 3.4509, -0.8352], [1.8808, 4.9244, 1.2206], [3.2405, 5.7502, 0.8402], [3.3877, 3.8507, 1.1207], [-0.9997, 3.7267, -2.6189], [-0.5287, 4.1352, -0.9627], [0.4251, 2.9295, -1.7538], [1.5405, -1.1944, 5.6780], [0.1526, -1.0574, 6.1234], [-0.3598, -1.9264, 7.2164], [-0.1331, 0.5909, 6.4724], [0.1058, 1.0311, 7.8360], [1.5567, 1.0047, 8.3004], [-0.9434, -1.2379, 4.6974], [-0.5474, 0.6069, 8.5985], [-0.2520, 2.0561, 7.9339], [1.7155, 1.4781, 9.2693], [2.2520, 1.5736, 7.6832], [1.8823, -0.0342, 8.3512], [-1.8361, -0.6911, 5.0009], [-1.2324, -2.2811, 4.5701], [-0.3597, -1.0261, 3.8015], [5.4331, 0.8648, -6.2313], [4.4679, 1.9903, -6.4838], [4.0265, 2.3655, -7.8553], [3.1424, 1.6792, -5.5727], [3.2508, 1.3971, -4.2257], [2.0517, 0.5716, -3.7448], [5.2532, 3.4901, -5.5757], [3.2478, 2.3474, -3.6919], [4.2269, 1.0336, -3.9045], [2.2719, -0.4860, -3.8901], [1.1527, 0.6928, -4.3490], [1.7959, 0.6336, -2.6870], [5.6210, 4.1286, -6.3789], [6.0163, 2.9665, -5.0000], [4.4961, 3.9502, -4.9406], [5.5669, -6.0990, 0.0758], [4.1847, -5.8557, 0.3950], [3.7853, -6.0606, 1.7977], [3.8915, -4.2171, -0.0022], [2.7511, -3.5889, 0.6329], [3.2330, -3.0050, 2.0204], [3.0407, -6.6805, -0.7667], [2.0178, -4.3507, 0.8975], [2.3041, -2.8128, 0.0116], [2.3553, -2.6434, 2.5563], [3.8028, -2.0872, 1.8751], [3.8247, -3.6429, 2.6770], [3.3539, -7.7163, -0.8978], [3.1999, -6.2569, -1.7583], [2.0412, -6.6243, -0.3356], [3.6365, 0.9331, 2.7797], [3.3919, 2.1585, 4.1302], [3.8958, 3.5253, 3.5986], [1.5156, 2.2345, 4.0172], [3.4533, 1.4160, 1.8198], [2.9012, 0.1519, 2.9724], [4.6493, 0.5394, 2.8649], [1.0831, 2.9850, 4.6789], [1.0569, 1.2742, 4.2526], [1.2342, 2.5882, 3.0253]],
  "mulliken_charge": [2.07, -0.51, -0.45, -0.45, -0.41, -0.57, -0.20, -0.31, 0.96, -0.66, -0.23, -0.65, -0.54, -0.65, 0.18, 0.57, -0.34, 0.46, 0.39, 0.52, -0.20, 0.43, -0.62, 1.08, -0.43, -0.44, 0.32, -1.41, 0.50, 0.33, 0.01, 0.35, 0.38, 0.34, 0.62, -0.27, -0.73, -0.66, 1.17, -0.56, -0.17, -0.30, -1.22, -0.78, 0.43, 0.24, 0.29, 0.30, 0.36, 0.41, -0.06, 0.48, -0.46, 1.02, -0.62, -0.46, 0.84, -1.27, -0.48, 0.28, -0.39, 0.28, 0.31, 0.34, -0.25, 0.49, 0.44, -0.65, 1.20, -0.58, -0.43, 0.42, -1.35, -0.49, 0.27, -0.02, 0.31, 0.38, 0.27, 0.43, 0.33, -0.25, -0.58, 1.13, -0.66, -0.12, -0.48, -0.98, -0.74, 0.35, 0.37, 0.40, 0.19, 0.30, 0.23, 0.59, -0.07, -0.63, 1.13, -0.62, -0.29, -0.05, -0.44, -0.73, 0.01, 0.44, 0.07, 0.33, -0.09, 0.38, 0.32, 0.13, -0.62, 1.16, -0.59, -0.43, 0.05, -0.85, -0.58, 0.27, 0.07, 0.03, 0.21, 0.47, 0.46, -0.01, 0.28, -0.31, 0.40, -0.66, -0.51, 0.07, -0.15, 0.49, 0.48, 0.03, 0.02]
}

{
  "formula": "C7H11NOP2",
  "method": "ωB97M-V/def2-TZVPD",
  "e_above_lowest_kj_mol": 126.3,
  "total_energy_ha": -1085.8921,
  "max_force_ha_per_bohr": 0.09226,
  "gap_ev": 8.75,
  "species": ["C", "C", "C", "C", "C", "C", "C", "N", "O", "P", "P", "H", "H", "H", "H", "H", "H", "H", "H", "H", "H", "H"],
  "positions_angstrom": [[2.3164, 0.2392, 1.3899], [1.5911, -0.8646, 0.9044], [2.6198, 1.2646, 0.5542], [1.6240, 0.2438, -1.1938], [1.0521, -0.7959, -0.3818], [0.2063, -1.8814, -0.9440], [-1.4902, 0.4096, 0.1721], [2.2374, 1.2708, -0.7147], [-1.3298, 0.3416, 1.5618], [-3.8171, 1.0375, -0.5351], [-1.6329, -1.3203, -0.5840], [2.3122, 0.2357, 2.5006], [1.1928, -1.6050, 1.5292], [3.0239, 2.2054, 0.9357], [1.2505, 0.2791, -2.2055], [0.4237, -2.7604, -0.4769], [0.2555, -2.0584, -2.0307], [-0.8093, 0.9904, -0.3585], [-1.5475, -0.4746, 1.9779], [-3.4414, 2.3880, -0.9651], [-4.2012, 1.7136, 0.7482], [-1.8364, -0.8587, -1.8837]],
  "mulliken_charge": [-0.30, -0.41, -0.23, -0.30, 0.60, -1.15, -0.62, -0.54, -0.44, -0.01, 0.07, 0.29, 0.45, 0.35, 0.35, 0.46, 0.40, 0.54, 0.36, 0.06, 0.06, 0.02]
}

{
  "formula": "C5H8O",
  "method": "ωB97M-V/def2-TZVPD",
  "e_above_lowest_kj_mol": 216.0,
  "total_energy_ha": -270.4756,
  "smiles": "C=CCCC=O",
  "max_force_ha_per_bohr": 0.05548,
  "gap_ev": 10.46,
  "species": ["C", "C", "C", "C", "C", "O", "H", "H", "H", "H", "H", "H", "H", "H"],
  "positions_angstrom": [[-0.6572, -2.2838, -0.8850], [-0.2577, -1.4473, 0.1179], [0.4040, -0.1322, -0.0919], [0.0623, 1.0604, 0.8936], [0.4413, 2.4178, 0.1853], [-0.4636, 3.0334, -0.3327], [-1.3905, -3.0292, -0.6765], [-0.2127, -2.3076, -1.9420], [-0.5210, -1.8997, 1.0473], [-0.0517, 0.0225, -1.1199], [1.5106, -0.3179, -0.1777], [0.5851, 0.9379, 1.8490], [-1.0068, 1.2445, 1.0857], [1.5577, 2.7014, 0.0469]],
  "mulliken_charge": [-0.81, -0.23, -0.37, -0.49, 0.03, -0.45, 0.27, 0.22, 0.35, 0.26, 0.28, 0.32, 0.31, 0.30]
}

{
  "formula": "C5H8O2",
  "method": "ωB97M-V/def2-TZVPD",
  "e_above_lowest_kj_mol": 362.2,
  "total_energy_ha": -345.6670,
  "max_force_ha_per_bohr": 0.00987,
  "gap_ev": 9.40,
  "species": ["C", "C", "O", "C", "O", "C", "C", "H", "H", "H", "H", "H", "H", "H", "H"],
  "positions_angstrom": [[-1.0652, -0.6386, -2.3663], [-0.6378, -0.6756, -0.9273], [0.0290, 0.4231, -0.6943], [0.5996, 0.5956, 0.6170], [1.4022, 1.7051, 0.6164], [1.0310, -0.5831, 1.3915], [-0.2043, 0.2035, 1.8048], [-0.9888, 0.3415, -2.8539], [-0.4063, -1.3454, -2.8910], [-2.0761, -1.0467, -2.4596], [0.8366, 2.4867, 0.5538], [1.9374, -0.4762, 1.9790], [0.8443, -1.5495, 0.9323], [-1.1612, -0.2739, 1.6106], [-0.1402, 0.8336, 2.6871]],
  "mulliken_charge": [-0.94, -0.17, -0.16, 0.82, -0.54, -0.64, -0.68, 0.29, 0.27, 0.30, 0.36, 0.27, 0.26, 0.27, 0.29]
}